No. 1
11 unconnected molecules or ions with the total composition C49H121Cl6N7O in a non-equilibrium geometry. Source: the OMol25 dataset; level of theory: ωB97M-V with the def2-TZVPD basis set.

The geometry in XYZ format:
```
184
Properties=species:S:1:pos:R:3:mulliken_charge:R:1
C 20.3132 17.9401 15.9233 -1.00
O 20.0037 18.2530 14.5842 0.08
H 21.3032 17.4756 16.0068 0.26
H 20.2791 18.8898 16.5054 0.24
H 19.5994 17.3148 16.3815 0.48
H 20.7719 18.6903 14.1675 -0.23
C 21.3251 20.1236 11.4500 -0.80
C 22.5738 20.1519 12.3505 -1.28
N 22.1722 19.8495 13.7008 1.36
C 21.5773 20.9954 14.4312 -0.09
C 22.3897 22.2738 14.6037 -1.66
C 23.3036 19.1779 14.4633 -0.62
C 23.5494 17.7703 13.9663 -1.13
H 21.6187 20.2841 10.4221 0.55
H 20.5612 20.8191 11.7685 0.15
H 20.8687 19.1462 11.4040 0.09
H 23.3165 19.4759 11.9931 0.44
H 23.0243 21.1700 12.2902 0.21
H 20.6128 21.2571 13.9480 0.12
H 21.3833 20.6711 15.4481 0.09
H 22.7897 22.6547 13.6629 0.30
H 21.7172 22.9976 15.0195 0.49
H 23.2196 22.1542 15.2692 0.35
H 22.9204 19.0209 15.5086 0.34
H 24.2118 19.7812 14.5024 0.42
H 22.5709 17.3600 13.7004 0.04
H 24.1190 17.1775 14.7175 0.38
H 24.1403 17.7421 13.0594 0.42
C 14.1562 10.5854 17.6147 -0.75
C 14.3069 11.6148 18.6897 -0.76
N 14.5962 13.0335 18.2918 -0.05
C 13.5038 13.3648 17.3027 1.14
C 12.1039 13.3156 17.8341 -1.79
C 15.9563 13.0650 17.6607 1.21
C 17.1997 12.6376 18.4485 -1.65
H 14.9876 10.4110 16.9423 0.18
H 13.2643 10.8682 16.9918 0.05
H 13.8238 9.6089 18.0566 0.38
H 13.3849 11.5639 19.2457 0.56
H 15.0986 11.2566 19.3556 0.55
H 13.7458 14.4426 17.0307 0.00
H 13.5796 12.7419 16.3896 -0.48
H 11.5450 12.3389 17.8883 0.29
H 11.9740 13.7198 18.8579 0.35
H 11.5720 13.9840 17.1578 0.29
H 16.1782 14.1211 17.4008 -1.02
H 15.8343 12.5404 16.7216 0.12
H 18.1131 12.7981 17.8564 0.30
H 17.2543 11.5812 18.7183 0.41
H 17.2495 13.2227 19.3597 0.41
C 10.9093 16.2054 11.2412 -1.23
C 11.7536 16.9769 12.2842 -0.41
N 11.5101 16.4685 13.6093 0.71
C 12.5582 16.8635 14.5930 0.17
C 12.7409 18.3255 14.8948 -0.77
C 10.1583 16.7878 14.0732 -1.03
C 9.4308 15.4526 14.2577 -0.94
H 11.0682 15.1399 11.3640 0.15
H 11.1405 16.4877 10.2284 0.45
H 9.8858 16.3899 11.4759 0.34
H 12.8169 17.0311 12.0413 0.16
H 11.4693 18.0386 12.2339 0.31
H 13.5013 16.4885 14.1896 0.09
H 12.4218 16.3700 15.5881 -0.55
H 13.0953 18.9038 14.0157 -0.09
H 13.5074 18.4359 15.6737 0.25
H 11.8366 18.7599 15.2816 0.57
H 10.1624 17.3625 14.9800 0.45
H 9.7259 17.3487 13.3003 0.63
H 9.4363 14.9491 13.2915 0.20
H 9.9473 14.8471 14.9992 0.00
H 8.4567 15.7705 14.5753 0.52
C 19.3653 13.0799 14.0446 -0.87
C 18.2672 12.1082 13.7838 -0.07
N 18.6254 10.9610 12.9252 0.19
C 17.6639 9.8968 13.0945 0.21
C 18.0293 9.0257 14.3220 -1.25
C 18.7233 11.4232 11.5669 0.60
C 19.6295 10.5744 10.6708 -1.49
H 20.3481 12.5267 14.2890 0.28
H 19.0234 13.6420 14.9354 0.30
H 19.5462 13.8106 13.2159 -0.09
H 17.9696 11.6340 14.7433 0.15
H 17.4143 12.6950 13.4944 0.07
H 16.6355 10.2633 13.2439 -0.36
H 17.6802 9.3132 12.1925 0.59
H 18.8890 8.4147 14.1199 0.38
H 18.3412 9.6414 15.1878 0.26
H 17.1547 8.3913 14.6527 0.33
H 19.0741 12.4461 11.6163 -0.50
H 17.7121 11.5392 11.1147 0.31
H 18.9546 10.0389 10.0358 0.36
H 20.2526 9.8955 11.2454 0.45
H 20.3819 11.1240 10.0205 0.26
C 13.4815 22.1465 14.6654 -0.95
C 14.0379 22.0096 16.1491 -0.56
N 15.4695 22.1156 16.2475 0.33
C 16.0931 20.8594 15.9297 0.25
C 17.3298 21.1498 15.0214 -0.96
C 15.9070 22.8962 17.3249 -0.83
C 15.8437 22.2540 18.8034 -1.19
H 13.4724 23.1895 14.4333 0.45
H 12.4867 21.7877 14.5396 0.36
H 14.1080 21.6552 13.8964 -0.03
H 13.6092 22.8703 16.6123 0.62
H 13.6521 21.0744 16.6128 0.19
H 16.2794 20.3636 16.8471 0.35
H 15.4583 20.1618 15.3556 -0.47
H 16.9950 21.5761 14.0902 0.17
H 18.0513 21.8352 15.4665 0.46
H 17.9417 20.2456 14.7521 0.03
H 15.3208 23.8111 17.3279 0.53
H 16.9025 23.2939 17.0828 0.36
H 16.0882 23.0058 19.4921 0.48
H 16.5292 21.4383 18.8442 0.30
H 14.8240 22.0450 18.9602 0.31
C 20.7055 13.6716 7.7334 -1.63
C 20.2074 14.1425 9.1336 0.20
N 19.9982 15.5775 9.1893 0.34
C 18.9231 15.9695 8.3081 -0.35
C 17.3948 15.7318 8.6244 -0.76
C 19.7775 16.1358 10.5288 0.31
C 20.9961 15.8820 11.5338 -1.36
H 19.8812 13.7204 7.0095 0.33
H 21.0611 12.6391 7.8340 0.44
H 21.4699 14.3553 7.3298 0.36
H 19.3007 13.4698 9.3216 -0.15
H 20.9597 13.8586 9.8756 0.43
H 19.0829 17.0710 8.1585 -0.09
H 19.2255 15.6076 7.3285 0.53
H 17.0892 16.2347 9.5666 -0.02
H 16.9508 16.3213 7.8178 0.41
H 17.0657 14.6634 8.7496 0.28
H 18.8617 15.7802 11.0297 0.00
H 19.6238 17.1926 10.5121 -0.18
H 21.8853 16.4453 11.2086 0.47
H 21.3896 14.8843 11.6937 0.42
H 20.8483 16.3126 12.5259 -0.02
C 16.5882 23.3352 9.7043 -1.26
C 16.9455 22.2398 10.6688 0.01
N 16.9225 20.9510 10.0381 0.12
C 18.1027 20.6720 9.1888 0.28
C 17.8539 19.5186 8.2327 -1.23
C 16.7472 19.9303 11.0920 1.05
C 15.4491 19.9163 11.8416 -0.58
H 15.4882 23.2388 9.5208 0.27
H 17.1263 23.3421 8.7780 0.36
H 16.7370 24.3760 10.0903 0.38
H 17.9018 22.3807 11.1243 0.09
H 16.1599 22.2806 11.4174 0.18
H 18.9677 20.5069 9.8500 -0.27
H 18.2147 21.5722 8.5787 0.44
H 17.0432 19.7908 7.5035 0.32
H 17.5266 18.6168 8.6889 -0.03
H 18.7641 19.2581 7.7173 0.50
H 16.8535 18.9544 10.5614 -0.68
H 17.6516 19.9631 11.7429 -0.11
H 15.4652 20.5517 12.7392 -0.44
H 14.7228 20.3390 11.1656 0.63
H 15.2356 18.8663 12.0479 -0.10
Cl 11.3481 11.3339 14.1100 -0.21
C 12.2212 12.3975 13.0563 -0.20
C 13.3841 13.0768 13.7117 0.45
Cl 14.6369 11.8460 13.8705 -0.12
H 11.4624 13.0555 12.6363 -0.02
H 12.6682 11.7916 12.2733 0.40
H 13.2054 13.4871 14.7018 -0.30
H 13.7632 13.8717 13.0825 -0.01
Cl 17.1313 16.5019 19.8535 -0.23
C 15.7424 16.7751 18.7797 0.69
C 14.4355 16.4186 19.3862 -0.32
Cl 13.0738 16.5853 18.2679 -0.17
H 15.8766 16.1467 17.8969 -0.53
H 15.7901 17.8221 18.5567 0.09
H 14.1335 16.8937 20.3038 0.48
H 14.4914 15.3306 19.5270 0.14
Cl 16.1785 16.1152 12.0913 -0.26
C 17.4758 16.9113 13.0934 0.64
C 16.9949 17.2186 14.4997 -0.10
Cl 16.6665 15.6916 15.4484 0.40
H 17.7857 17.8728 12.6331 -0.46
H 18.3307 16.2672 13.1235 0.49
H 16.1695 17.8540 14.6205 -0.16
H 17.8289 17.7272 15.0476 -0.58
```

Calculated values
DFT total energy   -140384.5524 eV
HOMO   -8.2 eV
Spin multiplicity   1

No. 2
3 unconnected molecules or ions with the total composition C3H7NO2. Source: the OMol25 dataset; level of theory: ωB97M-V with the def2-TZVPD basis set.

The geometry in XYZ format:
```
13
Properties=species:S:1:pos:R:3:nbo_charge:R:1
C -0.8774 1.2625 0.1963 -0.44
C -0.1239 0.3937 -0.5987 0.15
N -1.0246 -0.5225 -1.0655 -0.04
O -0.8448 -1.5347 -0.2639 -0.45
C 1.2618 -0.0091 -0.1394 -0.12
O 1.8001 -1.0934 -0.8351 -0.70
H -1.8882 1.5079 -0.1258 0.26
H -1.1576 0.1177 1.1084 0.02
H -0.3982 1.9532 0.8877 0.23
H -1.1114 -0.8999 0.8795 0.24
H 1.2392 -0.1837 0.9531 0.18
H 1.9266 0.8453 -0.3122 0.20
H 1.1984 -1.8372 -0.6846 0.48
```

Calculated values
Energy above the lowest of the compared OMol25 structures with the same formula, charge and spin   172.2 kcal per mole
DFT total energy   -8803.0628 eV
HOMO (spin up / spin down)   -9.1 / -9.1 eV
Spin multiplicity   1

No. 3
A molecular structure, C23H35N3O3 in a non-equilibrium geometry. Source: the OMol25 dataset; level of theory: ωB97M-V with the def2-TZVPD basis set.

The geometry in XYZ format:
```
64
Properties=species:S:1:pos:R:3:nbo_charge:R:1
C -2.2067 -5.1060 0.8033 -0.62
C -2.3665 -3.7267 0.1389 -0.07
O -1.3835 -3.2332 -0.8242 -0.46
C -0.2719 -2.9157 -0.4009 0.27
C 0.0790 -2.8730 0.7970 -0.32
C 1.2587 -2.2856 1.2943 -0.23
C 2.1307 -2.0221 0.4077 -0.03
C 1.8174 -2.0784 -1.2054 -0.15
C 0.5336 -2.5552 -1.4829 -0.20
H 0.3169 -2.7618 -2.4205 0.21
H 2.4702 -1.6531 -1.8547 0.21
C 3.4617 -1.2000 0.4544 -0.17
N 3.7970 -0.2821 -0.3583 -0.43
C 5.1088 0.5744 -0.1167 -0.23
C 5.3101 1.1749 1.0612 -0.25
N 4.1501 2.0636 1.5647 -0.56
C 3.0269 1.8421 0.9592 0.63
O 2.0760 2.7504 1.2786 -0.72
C 2.8350 1.0025 -0.1677 -0.21
C 2.3697 1.5824 -1.3586 -0.54
H 2.8939 0.9947 -2.3455 0.26
C 0.7875 1.5156 -1.6117 0.69
O 0.4634 0.9673 -2.6914 -0.67
N 0.0775 2.0567 -0.6539 -0.63
C -1.2879 1.9615 -0.9994 -0.19
C -1.5391 0.7891 0.3190 -0.41
C -3.0704 0.1241 0.3292 -0.32
C -4.0590 1.5512 0.6793 -0.16
C -5.4990 0.7357 1.3026 -0.38
C -6.4278 1.8005 0.9570 -0.39
H -7.4695 1.5644 0.8514 0.19
H -6.4192 2.6275 1.4834 0.19
C -6.0057 2.3642 -0.4765 -0.35
H -6.4685 3.1754 -0.7647 0.19
H -6.4143 1.5483 -1.2468 0.17
C -4.4600 2.5356 -0.4058 -0.44
H -4.1118 3.3497 -0.4256 0.19
H -4.0816 2.0214 -1.1241 0.21
H -5.4057 0.5422 2.2618 0.20
H -5.7519 0.0023 0.7039 0.18
H -3.5944 1.9060 1.6889 0.19
H -3.4702 -0.0315 -0.4089 0.13
H -3.2651 -0.5444 1.0905 0.19
H -1.0376 -0.2511 0.1929 0.22
H -1.4730 1.2468 1.2343 0.19
H -1.6249 2.6791 -0.5713 0.19
H -1.5115 1.3051 -1.6925 0.26
H 0.7293 2.2801 0.0158 0.46
H 2.7157 2.6796 -1.6025 0.24
H 1.7009 0.4408 0.2947 0.29
H 4.3809 2.8797 2.0721 0.43
H 5.4170 0.4948 1.9461 0.22
H 6.4417 1.8212 1.0660 0.23
H 5.2447 1.1367 -0.8617 0.20
H 5.9595 -0.3564 -0.1859 0.22
H 3.6738 -1.0083 1.8512 0.06
H 4.3366 -2.0639 0.2204 0.21
H 1.5038 -2.0364 2.3327 0.23
H -0.5895 -2.8154 1.7865 0.22
H -2.4647 -2.9859 1.2355 0.17
H -3.3910 -3.7953 -0.5126 0.21
H -2.1530 -5.8417 0.0039 0.20
H -3.0164 -5.3768 1.3263 0.21
H -1.4680 -5.1598 1.3705 0.20
```

Calculated values
Energy above the lowest of the compared OMol25 structures with the same formula, charge and spin   566.8 kcal per mole
DFT total energy   -35009.2179 eV
HOMO   -8.2 eV
Spin multiplicity   1